Molecular formula: C26H35IO6Si3Ta
Method: DFT, ωB97M-V with the def2-TZVPD basis set

Values from the calculation:
Net charge = -1
Maximum force = 3.165 eV/Å
HOMO energy = -0.2056 hartree

The geometry in XYZ format:
```
72
Properties=species:S:1:pos:R:3:mulliken_charge:R:1
C 0.0066 6.2273 -0.4566 -0.513
C 3.7391 0.0208 1.4760 -0.385
O 3.9540 0.1496 2.6747 -0.665
C -2.4556 2.9269 1.5614 -0.979
H -3.3088 2.4705 1.0710 0.255
H 2.7446 -4.4293 -1.1862 0.363
C -1.9322 -1.3035 -1.2831 -1.653
H -3.0819 -2.3974 4.3191 0.229
H 1.4505 -2.2125 -1.3911 0.102
H -0.0693 1.2319 -4.1875 0.346
C 0.1882 1.9438 -3.4104 -1.197
H 0.9681 3.0691 1.9826 0.208
C 0.6029 3.9114 -0.6230 -0.096
H -3.4936 1.8657 -1.8066 0.328
H -3.4065 1.3136 6.3897 0.377
C -2.8846 -1.3360 4.3633 -0.580
Si -1.0938 1.6194 1.9719 0.599
Si -0.9536 1.8316 -1.8534 0.074
C 0.6990 -3.9005 -0.7526 -0.262
C 4.0787 -0.0908 -0.9456 -0.079
Si -1.4234 -1.7425 1.8912 1.433
H -3.6493 -2.7248 1.1784 0.329
H 0.2516 7.2404 -0.1647 0.363
H 0.4856 -1.9712 3.4966 0.407
C -0.6224 3.6040 -1.2066 0.267
C -1.2195 5.9420 -1.0351 -0.509
O 4.6140 -0.1157 -2.0447 -0.642
C -1.9356 0.6485 3.3984 0.303
C 4.7738 -0.2057 0.3937 0.548
H 0.8191 -2.9192 2.0696 0.168
H -2.9285 -0.8887 -1.4583 0.634
C -3.0758 0.7393 5.5336 -0.768
O 0.8637 -2.4987 -0.6708 0.159
C 0.0387 -2.6466 2.7724 -1.303
H -2.4786 4.4390 -1.8588 0.230
O 1.2685 0.0540 1.2366 -0.295
I -1.1471 -1.6692 -3.2795 -0.087
H -2.8952 2.7013 -3.2314 0.424
H -0.2685 -3.5474 3.2996 0.406
H -2.9583 -3.6902 2.4658 0.408
C -2.3801 1.3564 4.5106 -0.584
H 2.3679 -4.3223 0.5325 0.271
H 1.2182 1.7518 -3.1283 0.252
O 1.6398 0.0344 -1.3970 -0.708
C 0.3745 2.5820 2.7510 -1.154
C -2.7412 1.8402 -2.5902 -1.350
H -2.9288 0.9605 -3.1972 0.320
Ta -0.4219 -0.0941 -0.0057 0.921
C -2.7231 -3.1492 1.5539 -1.479
H -2.1725 2.4161 4.5726 0.308
H -1.9396 6.7325 -1.2062 0.374
C 1.9879 -4.6437 -0.4343 -1.308
C -2.1752 -0.7275 3.3331 0.352
H 0.3386 -4.1816 -1.7500 0.430
H 1.3230 3.1151 -0.4727 0.469
C 2.6552 0.0260 -0.6310 1.014
C 2.4683 0.0489 0.7776 0.228
H -2.3798 -3.8824 0.8287 0.400
H 1.0317 1.9036 3.2869 0.367
C -1.5215 4.6447 -1.4048 -0.384
H -2.8156 3.3907 2.4751 0.500
H -3.8993 -1.1122 6.2385 0.389
H -0.0683 -4.1534 -0.0190 0.054
H -2.0825 3.7151 0.9189 0.168
H 0.1531 2.9418 -3.8439 0.405
H 1.8957 5.4340 0.1598 0.417
H 1.8046 -5.7161 -0.4103 0.396
C 0.9234 5.2066 -0.2563 -0.638
O 5.9434 -0.4846 0.5688 -0.611
C -3.3442 -0.6171 5.4518 -0.653
H -2.0883 -2.3200 -0.9282 0.487
H 0.0464 3.3535 3.4435 0.400
```

Molecular formula: C5H16NO2
Method: DFT, ωB97M-V with the def2-TZVPD basis set

Values from the calculation:
Net charge = +1
Maximum force = 5.196 eV/Å
Relative energy (zero: lowest compared OMol25 entry of this formula, charge and spin) = 1.961 eV
HOMO energy = -0.4657 hartree

The geometry in XYZ format:
```
24
Properties=species:S:1:pos:R:3:mulliken_charge:R:1
H -0.9236 -0.9565 -2.1735 0.351
H 2.4928 -2.5946 -2.1058 0.312
C -0.6332 1.3587 1.2394 -0.670
C -0.2233 -0.0758 0.9224 -0.360
H 0.6063 -0.4367 1.5021 0.337
H 2.0688 1.8214 1.9522 0.242
C 0.1694 -0.0864 -0.5617 -0.776
H 0.3735 -1.9805 -1.6212 0.303
H -2.8836 -1.0505 0.8429 0.315
H 1.2752 -0.0429 -0.6224 0.343
H -1.6157 1.5692 0.6648 0.345
H -0.9521 1.4311 2.2876 0.370
H 2.9026 -1.3305 -2.8555 0.300
H 2.2810 3.3246 1.0937 0.307
H -3.5296 -2.3892 0.6338 0.330
H -1.0162 -0.8930 1.0089 0.300
C 0.3158 2.4280 1.1197 -0.185
H -0.1561 0.8031 -1.0684 0.474
N -0.3304 -1.3287 -1.4190 -0.149
C 1.5881 2.5926 1.3860 -0.830
O -2.7456 -1.8606 0.3377 -0.675
H -1.0264 -1.7972 -0.7681 0.368
O 2.1532 -1.7305 -2.3780 -0.647
H -0.1910 3.2250 0.5825 0.296
```

Molecular formula: C33H47N8O6RbSi3
Method: DFT, ωB97M-V with the def2-TZVPD basis set

Values from the calculation:
Net charge = -2
Maximum force = 0.125 eV/Å
Relative energy (zero: lowest compared OMol25 entry of this formula, charge and spin) = 0.189 eV
HOMO energy = -0.0654 hartree

The geometry in XYZ format:
```
98
Properties=species:S:1:pos:R:3:mulliken_charge:R:1
H -1.6997 -1.4262 -2.7288 0.532
H -0.1687 3.4349 3.6914 0.276
N -1.6841 -3.4555 0.6391 -0.287
H 1.6719 5.0604 2.4585 0.308
C 1.9672 -1.5742 -4.0871 0.032
H 4.3292 -0.9140 -6.4101 0.358
H 3.8823 0.1579 -0.2899 0.412
H 3.1658 -4.6744 -4.7274 0.369
H 3.6935 -2.4534 -1.3608 0.116
C 3.8535 -2.8753 -5.6718 -0.477
Si 0.7657 4.2822 -0.6792 0.175
H -1.3509 3.6950 0.5305 0.119
C -0.6974 4.5699 0.4984 -0.903
C 2.9824 2.8680 -3.0405 -1.042
H 4.2855 -3.4499 -0.0273 0.289
N -2.9534 -1.2233 -1.1236 0.345
Si 3.2035 2.4051 -1.2148 -0.636
H 3.1098 1.3278 3.3162 0.310
C 4.8830 3.1985 -0.7689 -1.175
H -3.0344 -1.6788 5.5131 0.526
H 3.3558 4.5543 2.3590 0.297
C -0.8750 -1.5075 5.6361 -0.524
H -0.9368 1.8335 3.6605 0.211
C -3.7571 -1.7808 -3.3038 -1.008
C -4.4752 -0.9720 0.8107 -0.163
H 4.8106 4.2881 -0.8437 0.248
O -4.5054 -1.2357 3.6495 -0.737
H -3.5279 -1.9818 -4.3426 0.426
C 3.0565 -3.5974 -4.7961 -0.679
H 4.5924 -3.3776 -6.2842 0.367
H 2.6649 0.2382 -4.9903 0.413
C -0.3804 -3.5226 0.3102 0.692
C 2.3517 4.2258 2.6460 -1.159
C 3.5497 0.5452 -1.2552 -0.056
Rb -0.3369 0.1853 0.0055 0.004
O 0.4360 2.1421 2.1871 -0.040
H 2.4783 5.9283 -1.4778 0.282
O -5.6012 -0.5746 1.1010 -0.723
H 2.0741 2.4178 -3.4496 0.268
C 1.3939 -4.5122 -0.9072 -0.207
H -6.2833 -1.4960 -1.0650 0.450
C -2.1484 -1.1711 3.6438 0.142
O 2.5475 -1.8076 0.9648 -0.633
C -4.2057 -1.2520 -0.6693 0.496
C -3.5065 -1.1772 2.9374 0.038
H 2.6471 -0.0123 -1.5230 -0.535
N -3.3957 -1.1898 1.5897 -0.107
H 3.8405 2.4911 -3.6085 0.293
N 2.2287 -3.5844 -0.3938 0.274
C -5.2929 -1.5220 -1.4971 -0.608
H 2.3600 4.0248 3.7227 0.295
H -0.8923 4.8420 -2.4299 0.347
C -2.7365 -1.4763 -2.4144 -0.472
H 1.2535 -1.2577 5.3457 0.481
H 2.9868 0.4087 1.8079 -0.048
H 3.8179 -4.2166 -1.5735 0.358
N 0.4352 -2.6366 0.8377 0.116
O -0.3595 0.6711 -2.9812 -0.391
H -0.5769 -5.2919 -0.9982 0.381
C -5.0618 -1.7995 -2.8322 -0.232
C 0.0025 2.3676 3.5022 -1.036
H 4.2023 1.6829 1.9736 0.327
H -5.8866 -2.0199 -3.5012 0.391
C 2.1188 -2.9537 -4.0013 -0.279
H 1.8381 -5.2120 -1.6047 0.440
C 1.7492 -2.6171 0.5126 -0.152
H 0.9946 -0.7292 2.9351 0.454
C -0.0660 4.1247 -2.3740 -0.805
H -1.2873 5.4236 0.1473 0.360
C 3.5918 -3.4196 -0.8661 -0.841
C 0.0887 -4.5551 -0.5743 -0.837
H 2.0710 6.2316 0.2109 0.308
H -0.4596 3.1195 -2.5448 0.083
H -2.0573 -2.5732 1.0227 0.113
H -0.3881 4.7732 1.5263 0.207
H 5.6875 2.8600 -1.4316 0.300
C 0.1257 -0.9347 3.5519 -0.637
N -1.0556 -0.8921 2.9403 0.856
H -2.3278 -3.9497 0.0441 0.304
H -0.8048 -1.7453 6.6920 0.375
C 3.7007 -1.4932 -5.7438 -0.577
H 4.3220 0.3181 -2.0005 0.486
Si 1.9369 2.6854 1.6045 -0.365
C 2.7705 -0.8366 -4.9582 -0.229
C -2.1035 -1.4756 5.0029 -0.483
H 2.9277 3.9488 -3.1950 0.339
N 1.0069 -0.9588 -3.2557 0.756
O 0.6023 -1.5677 -2.1664 0.026
C 3.1755 1.4011 2.2243 -0.794
N 0.5273 0.1715 -3.6956 -0.772
H 5.1696 2.9600 0.2597 0.280
H 0.6191 4.3458 -3.1951 0.283
C 1.8341 2.9182 -0.1552 1.884
H 0.9759 6.7789 -1.0773 0.324
H 1.4810 -3.4791 -3.3055 0.448
C 0.2685 -1.2380 4.8969 -0.828
C 1.6491 5.9725 -0.7648 -1.220
H 0.7243 2.0027 4.2459 0.303
```